(1)
C15H26AsCl2N3PdS | wB97M-V/def2-TZVPD

Last column: Löwdin charge in e.
CARTESIAN COORDINATES (ANGSTROEM)
Pd 0.4623 -0.0858 -0.2009  0.068
C -1.7924 -0.7178 2.9806  -0.249
C -2.2051 -1.8318 2.0013  -0.225
N -1.9872 -1.5196 0.6184  -0.116
C -2.9548 -0.7873 -0.1353  -0.315
C -3.0434 0.6973 0.2411  -0.468
S -1.4442 1.5728 0.1563  0.779
C -1.2596 2.0683 1.9013  -0.481
C -0.2797 1.2197 2.7281  -0.314
N -0.4716 -0.2116 2.7000  -0.084
H -1.8400 -1.1662 3.9876  0.097
H -2.5580 0.0707 2.9810  0.080
H -3.2648 -2.0785 2.2091  0.102
H -1.6106 -2.7192 2.2306  0.107
H -1.4661 -2.2030 0.0998  0.048
H -3.9793 -1.2046 -0.0353  0.099
H -2.6651 -0.8555 -1.1860  0.089
H -3.4496 0.8040 1.2476  0.046
H -3.7438 1.1886 -0.4406  0.055
H -2.2569 2.0883 2.3480  0.046
H -0.9031 3.1019 1.8977  0.055
H -0.3093 1.6027 3.7601  0.100
H 0.7274 1.3904 2.3385  0.097
H -0.1350 -0.5160 1.7675  0.021
C -0.2529 0.1068 -4.7466  -0.396
As 0.3308 -0.0543 -2.8152  0.967
C 1.7192 -1.3904 -3.1913  -0.349
C 1.5202 1.5073 -2.9260  -0.357
H 0.6081 0.2104 -5.4150  -0.013
H -0.8978 0.9827 -4.8459  -0.017
H -0.8233 -0.7821 -5.0258  -0.017
H 2.2147 -1.1720 -4.1414  0.005
H 1.2781 -2.3880 -3.2177  0.003
H 2.4254 -1.3392 -2.3625  -0.008
H 2.1446 1.4402 -3.8222  0.006
H 2.1382 1.4924 -2.0265  -0.015
H 0.9192 2.4186 -2.9598  0.001
Cl 5.4507 0.3913 0.0700  0.493
C 4.6975 -1.2012 0.2590  -0.623
C 5.5276 -2.2543 0.5031  -0.232
C 5.0357 -3.5633 0.6647  -0.210
C 3.6495 -3.7191 0.5443  -0.235
C 2.8159 -2.6597 0.3020  -0.589
Cl 1.0841 -3.0667 0.1597  0.537
C 3.2045 -1.2252 0.1514  -0.620
N 2.4988 -0.1918 -0.0452  -0.146
H 6.5949 -2.0604 0.5686  0.067
H 5.6899 -4.4033 0.8572  0.042
H 3.2040 -4.7054 0.6407  0.066

The calculation puts the orbital gap at 0.124 Eh. The lowest unoccupied orbital energy is 4.6 eV. The total charge is -2. As for the spin multiplicity: 1. The calculation puts the HOMO energy at 1.227 eV.

---

(2)
C15H26AuIO2P2 | wB97M-V/def2-TZVPD

Last column: Löwdin charge in e.
CARTESIAN COORDINATES (ANGSTROEM)
C 0.0296 0.4530 -7.2901  -0.041
C 0.0365 1.1950 -5.9816  -0.701
H 0.0335 1.2071 -8.0854  0.119
H -0.8689 -0.1666 -7.3826  0.110
H 0.9204 -0.1775 -7.3849  0.110
O 0.0479 2.3847 -5.7876  0.138
I 0.0246 -0.0797 -4.1909  1.297
Au 0.0348 0.5504 0.4590  0.593
P 2.3800 0.3516 0.2168  0.677
C 3.2484 1.6626 1.1160  -0.249
C 3.0773 -1.1458 0.9649  -0.245
H 4.1675 -1.1396 0.8397  0.065
H 4.0808 0.2405 -1.4927  0.065
H 2.6576 -2.0333 0.4820  0.050
H 2.4870 -0.3694 -2.0809  -0.003
H 2.9619 1.6287 2.1720  0.061
H 2.8328 -1.1915 2.0312  0.058
C 2.9927 0.4051 -1.4883  -0.280
H 4.3319 1.5092 1.0382  0.067
H 2.7660 1.3821 -1.9345  0.047
H 2.9952 2.6431 0.7033  0.051
P -2.3150 0.3870 0.2214  0.682
C -3.1623 1.7105 1.1236  -0.247
C -2.9347 0.4529 -1.4806  -0.280
H -2.6152 -1.9918 0.4852  0.054
H -4.1267 -1.0982 0.8277  0.066
H -2.8030 -1.1483 2.0307  0.055
C -3.0376 -1.1028 0.9625  -0.240
H -2.4433 -0.3302 -2.0740  -0.002
H -4.0256 0.3059 -1.4825  0.066
H -4.2491 1.5828 1.0434  0.068
H -2.8884 2.6870 0.7142  0.051
H -2.6926 1.4269 -1.9253  0.047
H -2.8809 1.6701 2.1806  0.058
C 0.0611 2.4377 1.2529  -0.208
O 0.0911 3.3853 1.9024  0.146
C -0.1522 -2.5037 4.2969  -0.067
C 0.0258 -3.0357 3.0192  -0.064
C 0.0722 -2.1735 1.9182  -0.173
C -0.0321 -0.8066 2.1384  -0.332
C -0.2120 -0.2670 3.4033  -0.134
C -0.2803 -1.1276 4.4979  -0.066
H -0.1917 -3.1664 5.1478  0.111
H 0.1249 -4.1145 2.8778  0.117
H 0.1795 -2.5782 0.9156  0.091
H -0.3151 0.8034 3.5776  0.090
H -0.4343 -0.7146 5.5012  0.121

The energy above the lowest of the compared OMol25 structures with the same formula, charge and spin is 23.3 kcal/mol. The calculation puts the orbital gap (alpha / beta) at 0.200 / 0.079 Eh. The lowest unoccupied orbital energy (alpha / beta) is -7.4 / -11.7 eV. The total charge is +2. As for the spin multiplicity: 3. The calculation puts the HOMO energy (alpha / beta) at -12.825 / -13.872 eV.

---

(3)
C15H26BF2NRhS2Si2Te | wB97M-V/def2-TZVPD

Last column: Löwdin charge in e.
CARTESIAN COORDINATES (ANGSTROEM)
Rh -0.4999 0.5923 0.6241  0.534
S 0.6554 2.5933 0.1777  0.683
C 1.9325 1.4264 0.2703  -1.040
N 1.4468 0.2096 0.3816  -0.185
C 2.3830 -0.8001 0.2525  -0.295
C 2.1677 -2.1724 0.2954  -0.029
C 3.2633 -3.0043 0.1704  -0.057
C 4.5503 -2.4841 0.0099  -0.061
C 4.7694 -1.1193 -0.0350  -0.065
C 3.6701 -0.2792 0.0838  -0.436
S 3.6332 1.4705 0.0373  1.124
H 1.1654 -2.5679 0.4072  0.092
H 3.1239 -4.0765 0.1947  0.114
H 5.3894 -3.1587 -0.0874  0.115
H 5.7661 -0.7203 -0.1647  0.119
F -0.4692 0.5249 -2.2970  0.224
B -0.8801 -0.0586 -1.1955  -0.734
F -1.5850 -1.1758 -1.3203  0.190
C -4.6526 -0.4031 2.3148  -0.173
Si -3.4320 0.8197 3.0207  0.423
C -4.2174 1.9565 4.2712  -0.167
C -2.7759 1.8501 1.5798  -0.164
C -1.9862 -0.0532 3.8581  -0.557
Te -0.7442 -1.2799 2.6353  1.363
C -2.0867 -2.9151 2.3737  -0.534
Si -1.5228 -4.4239 3.3867  0.394
C -1.3279 -3.8896 5.1699  -0.187
C -2.8439 -5.7306 3.2133  -0.172
C 0.1099 -4.9887 2.6653  -0.181
H -5.5199 0.1305 1.9201  0.046
H -5.0182 -1.0951 3.0764  0.044
H -4.2276 -0.9857 1.4947  0.031
H -5.0435 2.5134 3.8247  0.043
H -3.4991 2.6774 4.6658  0.041
H -4.6188 1.3915 5.1146  0.043
H -3.5938 2.2303 0.9653  0.066
H -2.2444 1.2005 0.8406  -0.045
H -2.1341 2.6860 1.8558  0.044
H -2.3352 -0.7041 4.6639  0.019
H -1.3050 0.6656 4.3200  0.018
H -2.1147 -3.1266 1.3035  0.021
H -3.0742 -2.5536 2.6568  -0.006
H -2.2684 -3.5126 5.5787  0.037
H -0.5647 -3.1170 5.2893  0.017
H -1.0263 -4.7386 5.7866  0.040
H -3.8023 -5.3804 3.6014  0.037
H -2.5717 -6.6291 3.7709  0.040
H -2.9873 -6.0180 2.1701  0.038
H 0.8372 -4.1732 2.6160  0.008
H -0.0239 -5.3887 1.6576  0.040
H 0.5510 -5.7771 3.2779  0.041

The energy above the lowest of the compared OMol25 structures with the same formula, charge and spin is 0.0 kcal/mol. The calculation puts the orbital gap at 0.268 Eh. The lowest unoccupied orbital energy is -4.1 eV. The total charge is +1. As for the spin multiplicity: 1. The calculation puts the HOMO energy at -11.423 eV.

---

(4)
C15H26BFNO13 | wB97M-V/def2-TZVPD

Last column: Löwdin charge in e.
CARTESIAN COORDINATES (ANGSTROEM)
O 4.3383 -4.5513 0.3689  -0.057
C 3.8350 -4.0314 -0.6563  -0.750
O 3.8683 -4.4544 -1.8198  -0.044
B 2.9674 -2.7550 -0.3265  0.035
C 1.5842 -2.5659 -1.0778  -0.369
O 1.5815 -1.9097 -2.0915  0.077
N 0.3043 -3.0770 -0.6203  0.168
C 0.3206 -4.3838 -0.1600  -0.540
O 0.8121 -4.8104 0.8371  0.172
F -0.3866 -5.1794 -0.9695  0.115
H 3.3239 -1.9060 0.4236  0.079
H -0.3134 -3.0244 -1.4257  0.135
C -0.3205 1.9495 -4.1139  -0.063
C 0.4692 1.4826 -2.9094  -0.193
O 0.6525 2.5469 -1.9564  0.052
C -0.3926 2.8066 -1.1889  -0.605
O -1.4499 2.2305 -1.2038  0.108
O -0.0761 3.8178 -0.3772  0.009
C -1.1352 4.2259 0.4867  -0.044
H 0.1465 2.8299 -4.5584  0.079
H -0.3650 1.1588 -4.8621  0.081
H -1.3399 2.2191 -3.8371  0.070
H 1.4709 1.1837 -3.2062  0.128
H 0.0032 0.6256 -2.4269  0.114
H -1.5279 3.3825 1.0504  0.095
H -1.9329 4.6947 -0.0885  0.096
H -0.7115 4.9527 1.1738  0.091
C 6.0478 2.3316 4.2294  -0.069
C 4.6336 2.1303 3.7257  -0.222
O 4.4378 0.8110 3.2124  0.039
C 4.2526 -0.1379 4.1312  -0.617
O 4.2016 0.0373 5.3223  0.111
O 4.1073 -1.2937 3.5019  0.015
C 3.9426 -2.4300 4.3521  -0.027
H 6.7671 2.0779 3.4499  0.081
H 6.2008 3.3700 4.5256  0.075
H 6.2504 1.6948 5.0893  0.073
H 4.4350 2.7964 2.8879  0.121
H 3.8983 2.3409 4.5024  0.120
H 3.1291 -2.2747 5.0575  0.093
H 4.8695 -2.6365 4.8850  0.097
H 3.7078 -3.2659 3.6997  0.101
C -3.3992 -0.2047 -1.6905  -0.065
C -4.3944 0.8147 -1.1881  -0.203
O -5.5843 0.8496 -2.0013  0.041
C -6.4645 -0.1152 -1.7732  -0.620
O -6.3948 -0.9660 -0.9277  0.124
O -7.4877 0.0517 -2.6182  0.000
C -8.5034 -0.9431 -2.5026  -0.049
H -3.1733 -0.0277 -2.7432  0.083
H -2.4760 -0.1398 -1.1204  0.070
H -3.7911 -1.2184 -1.6025  0.077
H -3.9671 1.8113 -1.2565  0.107
H -4.6641 0.6354 -0.1475  0.125
H -8.8528 -1.0289 -1.4762  0.093
H -8.1310 -1.9055 -2.8504  0.098
H -9.3241 -0.6230 -3.1386  0.090

The energy above the lowest of the compared OMol25 structures with the same formula, charge and spin is 0.0 kcal/mol. The calculation puts the orbital gap at 0.238 Eh. The lowest unoccupied orbital energy is 2.2 eV. The total charge is -1. As for the spin multiplicity: 1. The calculation puts the HOMO energy at -4.318 eV.

---

no.,energy (eV)
1,-120642.39197
2,-50424.24303
3,-71304.97505
4,-47480.48564